Record 1
The following is a DFT calculation (ωB97M-V with the def2-TZVPD basis set) of one molecule with the formula CH3ClO2S in a non-equilibrium geometry.

Summary:
maximum force	4.10	eV/A
HOMO energy (spin up / spin down)	-10.08 / -10.08	eV
electronic energy	-1048.6681	hartree
total charge	0
HOMO-LUMO gap (spin up / spin down)	0.3320 / 0.3321	Eh

CARTESIAN COORDINATES (ANGSTROEM)
C  -1.03850  -0.23863  -0.55461
O  2.72433  -0.33807  0.86574
O  0.16283  -0.89523  -0.21293
S  1.38038  -0.10032  1.31107
Cl  0.99540  1.85429  0.87649
H  -1.27962  -0.37774  -1.75715
H  -1.03076  0.78946  -0.43534
H  -1.91406  -0.69376  -0.09329

***

Record 2
The following is a DFT calculation (ωB97M-V with the def2-TZVPD basis set) of CH3ClO3P as an isolated structure in a non-equilibrium geometry.

Summary:
maximum force	5.07	eV/A
HOMO energy	-3.71	eV
electronic energy	-1067.1854	hartree
total charge	-1
HOMO-LUMO gap	0.2653	Eh

CARTESIAN COORDINATES (ANGSTROEM)
C  -1.20319  -0.23227  0.03458
O  0.21056  1.74999  1.26921
O  0.17132  1.70212  -1.30335
O  3.22526  -1.80005  -0.29720
P  -0.00416  1.09628  -0.00661
Cl  1.83300  -0.93449  0.11927
H  -0.87848  -1.04991  -0.68310
H  -1.23836  -0.61233  1.08700
H  -2.11595  0.08066  -0.21980

***

Record 3
The following is a DFT calculation (ωB97M-V with the def2-TZVPD basis set) of a 2-piece molecular cluster, CH3ClS overall.

Summary:
maximum force	0.46	eV/A
HOMO energy	-9.22	eV
electronic energy	-898.2343	hartree
total charge	0
HOMO-LUMO gap	0.3139	Eh
SMILES string	C=S.Cl

CARTESIAN COORDINATES (ANGSTROEM)
C  -0.47971  0.28376  -0.94060
S  0.66621  0.71938  -1.97652
H  -1.42068  -0.16144  -1.26862
H  -0.36849  0.41377  0.13750
Cl  1.13210  -1.03500  2.39138
H  0.47058  -0.22046  1.65686

***

Record 4
The following is a DFT calculation (ωB97M-V with the def2-TZVPD basis set) of a 2-piece molecular cluster, CH3ClS2 overall in a non-equilibrium geometry.

Summary:
maximum force	4.59	eV/A
HOMO energy	-9.43	eV
electronic energy	-1296.3769	hartree
total charge	0
HOMO-LUMO gap	0.3513	Eh

CARTESIAN COORDINATES (ANGSTROEM)
C  -0.53196  0.01948  0.07097
S  -0.20220  -1.66332  0.58025
S  0.54571  1.28710  0.75791
Cl  -2.23147  0.37296  0.12906
H  -0.02764  0.24763  -1.46688
H  1.12349  -1.51387  0.65433
H  0.08738  1.27086  2.01084

***

Record 5
The following is a DFT calculation (ωB97M-V with the def2-TZVPD basis set) of CH3CuFO5S2 as an isolated structure in a non-equilibrium geometry.

Summary:
⟨S²⟩	0.765
maximum force	7.34	eV/A
HOMO energy (spin up / spin down)	-19.96 / -19.95	eV
electronic energy	-2951.6822	hartree
total charge	+2
HOMO-LUMO gap (spin up / spin down)	0.3340 / 0.2127	Eh
2S+1	2

CARTESIAN COORDINATES (ANGSTROEM)
O  1.75121  -0.00464  1.58959
S  2.13221  -0.78329  0.37042
O  3.15909  0.22226  -0.52832
F  2.31188  1.18514  -1.10635
O  0.84601  -1.00851  -0.64434
C  -0.42890  -0.90534  0.01129
S  -1.05879  0.83073  -0.07652
O  -0.74180  1.39962  -1.40261
O  -0.55400  1.69539  0.99718
H  -1.13661  -1.54264  -0.57812
H  -0.43160  -1.33586  1.03818
H  -2.49197  0.76737  0.11536
Cu  -3.35672  -0.52022  0.21424

***

Record 6
The following is a DFT calculation (ωB97M-V with the def2-TZVPD basis set) of a 2-piece molecular cluster, CH3F overall in a non-equilibrium geometry.

Summary:
maximum force	5.79	eV/A
HOMO energy	-10.08	eV
electronic energy	-139.6440	hartree
total charge	0
HOMO-LUMO gap	0.3950	Eh

CARTESIAN COORDINATES (ANGSTROEM)
C  0.21967  -0.14874  -0.03565
F  0.36066  -0.60307  1.23968
H  -0.44944  -0.66287  -0.60078
H  -1.07889  0.96765  -0.10214
H  0.94801  0.44703  -0.50110

***

Record 7
The following is a DFT calculation (ωB97M-V with the def2-TZVPD basis set) of one molecule with the formula CH3F2N3 in a non-equilibrium geometry.

Summary:
maximum force	1.31	eV/A
HOMO energy	-9.09	eV
electronic energy	-403.7580	hartree
total charge	0
HOMO-LUMO gap	0.3640	Eh
SMILES string	N/C(=N/F)NF

CARTESIAN COORDINATES (ANGSTROEM)
N  1.20161  0.49309  -0.41739
C  -0.00964  -0.09239  -0.30070
N  -0.53291  -0.65542  -1.33070
F  -1.79524  -1.21960  -1.05629
N  -0.61612  -0.05615  0.91531
F  -0.02087  0.57337  1.99928
H  1.65906  0.46686  -1.30729
H  1.63349  0.93540  0.37137
H  -1.51937  -0.44517  1.12640

***

Record 8
The following is a DFT calculation (ωB97M-V with the def2-TZVPD basis set) of a 2-piece molecular cluster, CH3F2N4 overall in a non-equilibrium geometry.

Summary:
maximum force	4.52	eV/A
HOMO energy	-16.00	eV
electronic energy	-458.1401	hartree
total charge	+1
HOMO-LUMO gap	0.3349	Eh

CARTESIAN COORDINATES (ANGSTROEM)
C  0.34230  -0.94433  -0.74869
N  -0.99064  -0.46757  1.18847
N  1.62079  -0.42776  -0.97316
N  -0.38580  -0.64992  0.24193
N  2.48669  -0.13241  -0.26214
F  0.81106  1.68763  -0.69885
F  2.35912  -0.38825  1.15135
H  -0.08181  -1.37550  -1.76692
H  -1.41363  0.38570  1.33472
H  1.32100  2.43614  -1.17059

***

Record 9
The following is a DFT calculation (ωB97M-V with the def2-TZVPD basis set) of CH3F2O3P as an isolated structure in a non-equilibrium geometry.

Summary:
maximum force	4.53	eV/A
HOMO energy	-9.20	eV
electronic energy	-806.5513	hartree
total charge	0
HOMO-LUMO gap	0.3534	Eh

CARTESIAN COORDINATES (ANGSTROEM)
C  -1.10247  -0.01277  0.63998
O  -1.66543  -0.59968  -0.44823
O  2.69560  0.30087  -0.02752
O  1.53910  0.31708  -0.88753
F  -0.55454  -0.97984  1.51034
F  -1.95060  0.60236  1.44551
P  0.42581  1.41534  -0.49554
H  -1.69244  -1.51274  -0.33981
H  2.80513  -0.56571  0.23124
H  -0.50016  1.03508  -1.62844

***

Record 10
The following is a DFT calculation (ωB97M-V with the def2-TZVPD basis set) of a 2-piece molecular cluster, CH3F3N2O overall in a non-equilibrium geometry.

Summary:
maximum force	2.65	eV/A
HOMO energy (spin up / spin down)	-9.75 / -10.12	eV
electronic energy	-523.9241	hartree
total charge	0
HOMO-LUMO gap (spin up / spin down)	0.3546 / 0.3677	Eh

CARTESIAN COORDINATES (ANGSTROEM)
C  -1.38629  0.09744  -0.30575
N  0.60862  -1.01397  -0.17969
N  1.88802  0.43125  0.41789
O  -0.53674  -0.62906  0.54508
F  1.07458  -1.95849  0.67833
F  2.05273  1.19358  -0.67658
F  1.07238  1.16921  1.13092
H  -1.37310  -0.43687  -1.30995
H  -1.09064  1.13133  -0.48592
H  -2.30956  0.01557  0.18565

***

Record 11
The following is a DFT calculation (ωB97M-V with the def2-TZVPD basis set) of a 2-piece molecular cluster, CH3F3N2O overall in a non-equilibrium geometry.

Summary:
maximum force	6.73	eV/A
HOMO energy (spin up / spin down)	-10.63 / -9.33	eV
electronic energy	-523.8977	hartree
total charge	0
HOMO-LUMO gap (spin up / spin down)	0.3945 / 0.3215	Eh

CARTESIAN COORDINATES (ANGSTROEM)
C  0.16113  -0.36548  0.91946
N  1.82029  -0.99738  -0.41043
N  2.97188  0.76080  0.62789
O  0.83846  -1.36330  0.37379
F  2.77886  -1.92050  -0.46492
F  4.20259  0.43081  0.04434
F  2.36145  1.62199  -0.19419
H  0.15421  0.52765  0.23122
H  0.75972  0.07755  1.85442
H  -0.98165  -0.49276  1.08846

***

Record 12
The following is a DFT calculation (ωB97M-V with the def2-TZVPD basis set) of CH3F3N2OS as an isolated structure in a non-equilibrium geometry.

Summary:
maximum force	3.74	eV/A
HOMO energy (spin up / spin down)	-9.25 / -9.50	eV
electronic energy	-922.2344	hartree
total charge	0
HOMO-LUMO gap (spin up / spin down)	0.3027 / 0.3054	Eh

CARTESIAN COORDINATES (ANGSTROEM)
C  2.83246  -0.00231  0.06737
N  -0.21429  -2.11230  -0.85926
N  0.28108  0.14273  1.00815
O  0.57351  1.04356  -1.38083
F  3.70882  0.41510  -0.84025
F  2.86799  0.77829  1.15716
F  3.12625  -1.30941  0.31192
S  0.80838  -0.08962  -0.54858
H  0.31381  -2.47404  -1.70596
H  -0.81123  0.19124  0.92109
H  0.67636  -0.59560  1.53617

***

maximum force of number 7 (CH3F2N3)?
1.31 eV/A

***

The lowest electronic energy belongs to which entry?
CH3CuFO5S2

***

Copy entry 4 word for word.
The following is a DFT calculation (ωB97M-V with the def2-TZVPD basis set) of a 2-piece molecular cluster, CH3ClS2 overall in a non-equilibrium geometry.

Summary:
maximum force	4.59	eV/A
HOMO energy	-9.43	eV
electronic energy	-1296.3769	hartree
total charge	0
HOMO-LUMO gap	0.3513	Eh

CARTESIAN COORDINATES (ANGSTROEM)
C  -0.53196  0.01948  0.07097
S  -0.20220  -1.66332  0.58025
S  0.54571  1.28710  0.75791
Cl  -2.23147  0.37296  0.12906
H  -0.02764  0.24763  -1.46688
H  1.12349  -1.51387  0.65433
H  0.08738  1.27086  2.01084

***

Number 2 is which compound?
CH3ClO3P